Below is a 2-piece molecular cluster, CH3IN2O overall, with properties calculated with wB97M-V/def2-TZVPD.

Structure (XYZ):
```
8
Properties=species:S:1:pos:R:3:nbo_charge:R:1
C -1.157 -0.442 -0.930 -0.007
N -0.013 -0.500 -0.369 -0.577
N 1.050 -0.059 1.459 0.264
O 0.236 0.229 2.230 -0.203
I 2.546 1.643 0.944 -0.182
H -1.238 -0.237 -2.017 0.162
H -2.164 -0.384 -0.345 0.181
H 0.739 -0.249 -0.971 0.362
```

---

Below is a 2-piece molecular cluster, CH3INO2 overall, with properties calculated with wB97M-V/def2-TZVPD.

Properties
multiplicity	2

Structure (XYZ):
```
8
Properties=species:S:1:pos:R:3:nbo_charge:R:1
I -18.470 24.079 6.443 0.008
C -15.377 24.950 4.289 -0.496
N -15.648 26.379 4.628 0.496
O -15.050 26.912 5.586 -0.346
O -16.285 27.055 3.745 -0.381
H -14.874 24.813 3.332 0.243
H -16.307 24.392 4.397 0.244
H -14.551 24.564 4.887 0.232
```

---

Below is a single CH3INOP molecule, with properties calculated with wB97M-V/def2-TZVPD.

Structure (XYZ):
```
8
Properties=species:S:1:pos:R:3:nbo_charge:R:1
C 1.168 -0.399 0.099 0.604
N 0.118 0.421 -0.069 -0.902
O 1.165 -1.568 0.318 -0.560
P -1.480 -0.383 -0.523 0.508
I 3.142 0.533 -0.007 -0.032
H 0.222 1.441 -0.338 0.437
H -2.385 0.616 -0.298 -0.036
H -1.950 -0.661 0.817 -0.020
```

---

Below is a 2-piece molecular cluster, CH3IO overall, with properties calculated with wB97M-V/def2-TZVPD.

Structure (XYZ):
```
6
Properties=species:S:1:pos:R:3:nbo_charge:R:1
C -0.883 -0.086 0.995 -0.338
O 1.457 -0.464 -0.980 -0.919
I -0.774 1.753 0.022 0.226
H -1.861 -0.584 0.854 0.111
H 0.638 -0.883 -0.647 0.458
H 1.423 0.264 -0.244 0.462
```

---

Below is CH3IO2 as an isolated structure, with properties calculated with wB97M-V/def2-TZVPD.

Structure (XYZ):
```
7
Properties=species:S:1:pos:R:3:nbo_charge:R:1
C -1.208 0.052 -0.204 0.303
O -0.513 0.960 0.060 -0.575
O 1.250 -1.246 -0.262 -1.074
I 2.107 0.330 -0.056 1.046
H -1.015 -1.008 0.213 0.147
H -1.953 0.138 -1.060 0.100
H 1.332 0.774 1.309 0.053
```

---

Below is a 2-piece molecular cluster, CH3IO2P overall, with properties calculated with wB97M-V/def2-TZVPD.

Properties
net charge	-1

Structure (XYZ):
```
8
Properties=species:S:1:pos:R:3:nbo_charge:R:1
C -0.865 1.429 1.090 -0.519
O -0.724 -1.432 -1.537 -1.111
O 0.989 -2.221 0.227 -1.105
P 0.463 -1.171 -0.685 1.680
I 2.280 -0.467 -2.332 -0.421
H -0.077 2.017 1.435 0.148
H -1.000 1.270 0.095 0.168
H -1.066 0.576 1.706 0.159
```

---

Below is a single CH3IO3 molecule, with properties calculated with wB97M-V/def2-TZVPD.

Structure (XYZ):
```
8
Properties=species:S:1:pos:R:3:nbo_charge:R:1
C -0.030 0.092 0.101 0.806
O -0.480 0.516 1.297 -0.674
O -0.348 0.939 -0.892 -0.688
O -0.300 -1.251 -0.319 -0.759
I 2.317 0.174 0.198 -0.212
H -0.940 1.279 1.153 0.492
H -0.437 0.262 -1.591 0.510
H 0.218 -2.011 0.052 0.525
```

---

Below is CH3IOS2 as an isolated structure, with properties calculated with wB97M-V/def2-TZVPD.

Structure (XYZ):
```
8
Properties=species:S:1:pos:R:3:nbo_charge:R:1
C 0.432 0.711 -0.427 -0.778
O -0.330 -1.829 -0.546 -0.919
S -2.474 -0.045 0.268 -0.375
S -0.659 -0.640 0.183 1.353
I 2.383 0.208 0.191 0.177
H 0.373 0.741 -1.512 0.263
H 0.120 1.646 0.027 0.256
H 0.155 -0.792 1.817 0.024
```

---

no.,total energy (eV)
1,-14210.19824
2,-14767.25401
3,-22012.08829
4,-11229.31654
5,-13276.39090
6,-22571.24516
7,-15328.10072
8,-32901.35862